DFT (the ωB97M-V functional and the def2-TZVPD basis) results for C23H15BrN2OZn as an isolated structure in a non-equilibrium geometry.

Frontier orbital gap (spin up / spin down) = 3.7 / 4.1 eV
Relative energy (zero: lowest compared OMol25 entry of this formula, charge and spin) = 6.4 kJ/mol
E_HOMO (spin up / spin down) = 0.9 / 0.5 eV
LUMO level (spin up / spin down) = 4.66 / 4.63 eV
Charge = -2

Each line ends with the Löwdin charge.
Geometry (Å):
H: -1.609676 2.410569 -0.094897  0.0961
H: -5.395949 2.016029 1.807607  0.0551
C: 3.038947 -2.457239 3.337227  -0.1591
H: -5.488136 -0.416207 1.094523  0.0814
C: 4.099929 -0.777235 1.845654  -0.2216
C: -4.631830 0.215389 0.877163  -0.1188
C: 4.941950 1.064764 0.517544  -0.1749
C: -4.604951 1.570517 1.255283  -0.1457
C: 2.870985 -0.658249 1.224834  -0.1834
N: 1.431728 0.243303 -0.468254  -0.0547
H: 3.552043 2.033780 -0.821708  0.0833
N: 1.741938 -1.371649 1.606058  -0.0486
H: -3.642357 -0.805924 -3.938700  0.0665
H: 0.993303 -2.811724 3.027590  0.0793
C: -0.479030 0.760446 -1.748186  -0.2272
C: -2.221149 -1.644135 -2.542634  -0.0891
C: -2.439366 1.812898 0.197571  -0.0398
C: 1.854197 -2.245889 2.667172  -0.2039
O: -1.005917 -2.478695 -0.678605  -0.1451
H: -3.454133 3.435345 1.125376  0.0821
H: -0.500060 1.932411 -3.456046  0.0769
Zn: 0.190563 -1.100449 0.429277  0.8406
H: 1.467582 1.806016 -1.939553  0.0895
H: 6.113502 0.046993 2.034381  0.0764
C: -3.548411 -0.346929 0.220853  -0.0504
C: -1.237233 -0.120321 -0.786947  -0.2712
Br: -3.105369 1.755195 -4.798912  0.5113
C: -1.043999 1.193373 -2.910730  -0.1695
C: 0.918890 1.002359 -1.460454  -0.1111
C: -2.746754 -0.623563 -3.346290  -0.2168
H: -2.519734 -2.717297 -2.721307  0.0994
C: 4.168522 -1.731100 2.926592  -0.0959
H: -3.548688 -1.408482 -0.008239  0.1076
C: -2.184830 0.612416 -3.475701  -0.6408
H: 5.704628 1.842462 0.398006  0.0783
C: 5.162652 0.087844 1.505162  -0.1047
C: -1.443185 -1.478383 -1.369834  -0.4776
C: -3.491643 2.367619 0.917563  -0.1164
H: 5.101908 -1.830237 3.469487  0.0683
C: 3.741429 1.206369 -0.122782  -0.0958
C: -2.439873 0.433946 -0.126833  -0.1864
C: 2.677155 0.320323 0.161391  -0.2155
H: 3.010425 -3.146661 4.170297  0.0719

Forces on atoms 1 to 6 (eV/Å):
H 0.5768 0.3585 -0.2033
H -0.7416 0.1987 0.3380
C -0.3613 0.7277 -0.8239
H -0.0282 0.1372 0.1316
C 0.7315 -0.5054 1.3791
C 0.3495 0.6911 0.2142

DFT (the ωB97M-V functional and the def2-TZVPD basis) results for C37H31BaN12O3 as an isolated structure.

Frontier orbital gap (spin up / spin down) = 4.0 / 7.3 eV
Relative energy (zero: lowest compared OMol25 entry of this formula, charge and spin) = 9.4 kJ/mol
E_HOMO (spin up / spin down) = -3.9 / -7.1 eV
LUMO level (spin up / spin down) = 0.15 / 0.13 eV
Multiplicity = 2

Each line ends with the Mulliken spin population.
Geometry (Å):
C: -0.531207 5.081403 -3.605604  0.1391
H: -1.908223 5.803654 -5.013572  -0.0050
C: 4.031997 -0.219603 0.734327  -0.0006
H: 6.190334 -1.766067 2.057703  0.0000
C: -1.210846 -3.299080 1.841570  -0.0003
C: -0.471072 -2.036507 -3.306409  0.0008
H: 3.931889 -0.976983 -0.025512  0.0005
C: -2.233372 6.708164 -3.057151  0.4007
C: 5.181612 -1.676583 2.462738  -0.0001
C: -2.515471 1.108445 -1.171746  0.0065
N: -3.455150 1.095098 -0.222637  0.0006
C: 3.034092 -2.933063 2.556647  -0.0001
H: -0.976281 3.463573 4.562258  0.0000
H: -2.169015 -4.821810 -0.187266  0.0000
H: 5.898006 -3.932748 1.067371  0.0000
N: 3.639664 1.041241 0.650248  0.0000
H: 1.207450 -1.778159 -0.723762  0.0009
C: 2.200572 -3.966716 2.153017  0.0000
N: -0.166962 -0.260944 -0.155052  -0.0043
H: -4.776554 0.292620 1.109217  -0.0001
C: -4.168607 -2.201947 -0.973855  0.0003
C: -0.065645 0.741301 2.068180  -0.0037
O: -0.072509 -3.842294 1.339936  0.0001
C: -0.261185 2.960563 2.611397  0.0041
H: -4.898500 -1.897353 -1.715139  0.0000
Ba: 1.140175 2.003544 -0.889430  0.0371
H: -2.583954 -1.042897 1.779572  0.0000
H: 0.004244 4.410405 -4.259460  0.0389
H: -2.330480 0.272889 -1.825540  0.0037
C: 0.770370 -3.775840 2.404577  0.0001
N: 4.561690 -0.458473 1.936735  0.0003
C: -3.588176 -3.462872 -1.053311  -0.0001
N: 0.193946 -3.325645 3.460343  0.0000
C: -1.734055 6.722165 -1.740478  -0.0864
H: -2.172453 7.363407 -0.986018  -0.0085
H: -0.886416 -2.519892 -5.359450  -0.0001
C: 0.362581 -0.325597 1.059510  0.0124
N: -1.108925 -3.011183 3.089413  0.0000
C: -1.584244 5.855865 -3.982155  -0.0794
H: 1.334328 1.046900 -4.572790  0.0013
N: 0.774275 -0.042385 -2.910977  0.0026
H: -0.469425 -2.256319 -0.775118  0.0001
C: -0.491166 0.350009 3.330377  -0.0001
C: -0.843647 1.330277 4.242397  0.0001
H: 4.448476 -5.832295 0.453523  0.0000
C: 4.358513 -2.899581 2.146992  0.0001
H: -3.873503 -4.139053 -1.848701  0.0000
C: 0.200061 -1.413505 -0.969722  0.0032
N: 0.050795 2.023234 1.715101  0.0026
C: -0.724041 2.664176 3.879749  0.0010
C: -2.462355 2.924124 -0.135071  0.0333
H: 2.054274 -5.816088 1.065483  0.0000
C: -2.292101 -2.975816 0.906682  0.0002
O: 1.171503 -1.172518 1.488996  -0.0031
H: 3.762614 2.549119 2.183477  -0.0006
C: -0.411562 -1.829313 -4.674423  -0.0002
C: -0.677039 5.941098 -1.376509  0.2064
C: 2.705705 -5.015783 1.392022  0.0000
C: 0.156723 -1.136197 -2.449973  -0.0072
H: -5.275877 0.131769 -0.572254  0.0000
C: 4.864236 -3.950821 1.393237  0.0000
H: -2.187666 3.927534 0.148887  -0.0421
H: -0.991911 -2.885674 -2.883425  0.0001
H: -0.535083 -0.702560 3.573742  -0.0001
H: 2.606553 -2.103064 3.100972  0.0000
H: 5.264370 -1.511606 3.535469  0.0000
C: 3.952022 1.532452 1.879804  0.0007
N: 4.515761 0.663733 2.685932  0.0000
N: -1.858645 2.250268 -1.148385  -0.0234
N: -3.443364 2.269768 0.447803  0.0015
C: -3.823072 -1.324908 0.045169  -0.0001
H: -0.140923 3.991199 2.294921  -0.0038
C: -4.424528 0.058008 0.106395  0.0000
C: 0.825513 0.151779 -4.231096  -0.0012
C: 0.265391 -0.716918 -5.151027  -0.0001
N: -0.060407 5.122235 -2.308673  0.3026
C: -2.641745 -3.850278 -0.121327  0.0000
C: -2.885174 -1.722999 0.991790  -0.0002
O: 0.826998 4.193602 -1.886027  0.0225
H: -1.197876 1.056361 5.227830  0.0001
H: -3.071369 7.322553 -3.348512  0.0385
C: 4.045620 -5.015858 1.038185  0.0000
H: 0.348387 -0.507383 -6.207980  0.0004
H: -0.228961 5.928645 -0.394158  0.0077

Forces on atoms 1 to 6 (eV/Å):
C -0.0154 -0.0301 0.0668
H -0.0077 0.0104 0.0011
C 0.0052 -0.0058 0.0869
H -0.0049 -0.0136 -0.0091
C 0.1016 -0.0509 -0.0591
C 0.0378 0.0323 -0.1069

DFT (the ωB97M-V functional and the def2-TZVPD basis) results for a 8-piece molecular cluster, C35H87Br2N7O4 overall in a non-equilibrium geometry.

Frontier orbital gap = 4.9 eV
E_HOMO = -13.7 eV
LUMO level = -8.75 eV
Charge = +4

Each line ends with the Löwdin charge.
Geometry (Å):
H: 1.361530 -4.933270 3.448947  0.1230
H: 1.174730 7.657210 -5.115393  0.0717
H: -0.234710 6.457300 -3.096323  0.1014
O: 3.573850 -5.818560 5.546917  -0.0649
H: 1.423480 -2.957030 2.278167  0.0538
O: 5.938890 -0.118860 -1.727913  -0.0194
H: -3.944180 0.999560 7.515247  0.1131
H: 1.664590 -2.855960 4.666157  0.0192
C: -6.761150 0.947510 4.360627  0.0275
N: 3.153010 -3.751250 3.409927  -0.3107
H: 5.721870 -0.008730 -0.799273  0.1041
H: -3.968240 4.380450 0.479057  0.0795
H: -1.391310 5.787320 -4.233813  0.0954
H: -0.784350 8.733070 -4.174043  0.1049
C: 4.657940 -3.931870 3.408687  0.0263
H: 1.933520 -0.482790 -2.200623  0.0818
C: 2.433370 -5.116200 3.372867  -0.0985
H: -4.530600 5.555430 -1.646393  0.1345
H: 0.375680 8.463670 -6.253533  0.0769
C: -1.657620 6.494900 -0.293613  -0.0928
H: 2.277500 -5.817480 -2.575293  0.0735
H: 3.005560 -3.566980 5.523767  0.0991
H: 7.329270 -2.487750 -3.696263  0.1244
H: 0.595620 -5.782760 -2.990563  0.0890
C: -1.165420 6.662850 -3.625113  -0.2193
H: 0.115050 6.648710 -6.209733  0.0583
C: -3.939380 6.034350 -0.865883  -0.0397
C: -2.167590 -2.890790 -1.294953  0.0327
H: 4.214400 0.702690 -2.401943  0.1249
C: 0.203480 1.310550 -2.556753  -0.0085
H: -1.667280 0.464140 1.524757  0.1211
H: -0.244780 0.535530 -3.178443  0.1046
C: -2.222190 4.588490 -2.021273  0.0142
H: 2.988000 -5.936860 6.298167  0.1062
C: -0.670960 0.386520 1.089537  -0.2130
N: -0.157970 -3.987160 -1.157743  -0.0669
H: 2.494540 1.966810 -0.961503  0.1071
C: -0.991660 -3.326400 -1.970273  -0.0246
H: 3.015340 -2.977120 -4.008383  0.1138
H: 3.921160 -3.042700 -2.441953  0.0846
C: 2.750850 -2.946250 4.664747  0.0274
H: 3.010770 -3.455150 1.350317  0.0847
C: 4.863780 -0.857160 -3.807073  -0.0052
H: -3.300390 6.930570 -3.130253  0.1366
H: 4.127590 -4.307730 -3.611843  0.1119
C: -2.235240 5.712020 0.849487  -0.1743
H: -1.833430 7.513820 0.051367  0.1450
H: -7.715840 0.818340 3.850747  0.1086
H: -4.002620 -0.902620 5.964067  0.1190
C: 1.403440 -0.563950 -1.251663  0.0289
H: 2.705220 -5.456910 2.373807  0.1213
Br: -1.049310 -2.133900 4.146607  -0.1914
H: 3.777830 -6.702600 3.848807  0.1251
H: -5.865890 -1.492880 5.211647  0.1079
C: 2.927240 -6.206720 4.316457  -0.1826
H: -1.300830 1.487880 -0.611953  0.1143
H: 2.142870 -6.913020 4.588517  0.1410
C: 5.307920 -2.714520 -5.463793  0.0148
O: -0.126660 -0.886350 1.444257  -0.1804
C: -3.063790 -3.652290 0.951237  0.0354
C: -0.704140 0.597970 -0.411623  -0.1058
N: -5.484890 0.214580 3.841947  -0.2952
H: -5.009770 1.394860 2.150447  0.1029
H: -4.091210 7.112290 -0.810323  0.1360
H: 0.906710 2.686720 -0.288823  0.1147
H: 0.047430 1.070660 1.541167  0.1152
H: -2.206240 7.932630 -2.253853  0.1347
H: -6.532260 2.000580 4.197057  0.1062
H: -0.395550 -4.412550 0.941487  0.1669
H: 1.056370 1.706430 -3.108083  -0.0033
H: 2.096960 -0.733070 -0.427933  0.0916
H: -0.558360 -3.100080 -2.933303  0.1438
C: -3.734710 5.436530 0.614197  -0.1071
H: 4.094130 -0.977730 -1.764293  0.0784
H: 5.054880 -4.786430 2.860717  0.1123
C: -3.812390 0.157000 5.793477  -0.2824
H: 4.903380 -4.194290 4.437767  0.1054
C: -5.412950 0.400790 2.343777  -0.0188
H: 2.881320 -1.968190 2.237427  0.0965
H: 1.615990 -3.596030 -2.010893  0.0920
H: -2.874020 -4.579070 1.492687  0.1106
N: 0.656570 0.816710 -1.133113  -0.2631
C: -0.699750 -3.896910 0.042607  -0.0168
C: 2.510150 -2.992390 2.200807  0.0013
C: -5.800700 -1.319110 4.137567  0.0567
C: 1.278310 -5.786330 -2.140843  -0.0090
H: 6.459300 -3.978410 -3.376173  0.1117
H: 5.620290 -0.369800 -4.422113  0.1524
H: -4.053870 -3.593730 0.499127  0.1103
C: 1.178510 -4.407680 -1.429573  -0.1722
H: -0.588640 2.058880 -2.531353  0.0743
N: -2.516040 5.972630 -1.458823  -0.2534
C: 4.702790 -0.268780 -2.325543  -0.2427
H: 5.134840 -3.018030 3.054327  0.1104
H: 5.444990 -3.774890 -5.675753  0.1159
N: 5.085770 -2.398310 -3.970063  -0.3220
H: -0.597840 6.404160 -0.531823  0.1450
C: 1.563530 1.825680 -0.412493  0.0479
N: -1.963320 -3.384320 -0.018543  -0.0623
H: 4.537930 -2.325770 -6.130183  0.1192
H: -6.418050 0.286480 1.937797  0.1055
H: -1.167060 4.473550 -2.269423  0.0828
C: -0.973800 7.791370 -4.689233  -0.2293
H: -0.619930 -1.171200 2.217017  -0.1732
H: -1.690590 4.768320 0.878937  0.0983
H: 3.864880 -0.788060 -4.237793  0.1238
H: -1.910140 7.993370 -5.209383  0.1116
H: -2.908870 -2.226420 -1.713893  0.1400
Br: 1.571770 4.037480 -4.730403  -0.5899
H: -2.097660 6.261980 1.780457  0.1275
H: 3.250150 -1.979290 4.603217  0.1154
H: 1.004370 -6.662870 -1.553703  0.0958
H: -2.800510 4.594290 -2.945183  0.1164
C: 6.396830 -2.892660 -3.302963  0.0366
H: -4.116980 1.765310 4.280247  0.1419
C: 3.951600 -3.236480 -3.514163  -0.0352
H: -2.754910 0.336010 5.987847  0.1267
H: -2.910380 -2.829240 1.649207  0.0454
H: -4.941680 -0.438700 1.832647  0.0904
H: -4.518620 5.575460 1.358707  0.1176
H: -6.694140 -1.492930 3.537837  0.1085
C: -2.304820 6.937050 -2.686503  -0.1124
H: -4.960960 -1.855320 3.695507  0.0887
H: -3.402340 0.259270 3.737567  0.0937
H: 1.744160 -4.365870 -0.498773  0.1120
C: -4.116060 0.687300 4.441477  -0.0815
H: 0.616760 -1.318110 -1.273563  0.0676
H: 6.294670 -2.357370 -5.758523  0.1128
H: -2.530300 3.825780 -1.306113  0.0834
O: -4.433710 1.004480 6.689447  -0.0306
H: 1.881260 1.397720 0.538287  0.0975
C: 0.224670 7.573370 -5.643083  -0.1052
H: -1.247890 -0.177520 -0.951123  0.1147
H: 6.331340 -2.622390 -2.249043  0.0961
H: -7.003110 0.661540 5.384237  0.1119

Forces on atoms 1 to 6 (eV/Å):
H 0.0851 0.2316 0.0917
H -0.0524 -0.9577 0.4479
H 0.1373 0.1254 -0.0258
O -0.5330 0.8027 -0.4731
H 0.1250 -0.4083 -0.0317
O 0.3844 -0.2706 0.5061

DFT (the ωB97M-V functional and the def2-TZVPD basis) results for an isolated ion of composition C10H6ClO3S and charge -1 in a non-equilibrium geometry.

Frontier orbital gap = 6.8 eV
Relative energy (zero: lowest compared OMol25 entry of this formula, charge and spin) = 20.1 kJ/mol
E_HOMO = -3.8 eV
LUMO level = 3.05 eV
Charge = -1

Each line ends with the Löwdin charge.
Geometry (Å):
Cl: -4.230420 -0.294678 -1.345355  0.5176
H: -1.864532 1.017413 -0.016371  0.1033
C: 1.498893 -1.086208 -1.957428  -0.1598
C: 1.941956 0.214534 -0.055068  -0.0470
O: -0.420082 1.664958 3.516481  -0.2385
C: -1.755264 -0.018828 -0.464448  -0.2082
H: -2.473300 -1.837277 -1.465098  0.0534
S: -1.397789 1.012149 2.269504  0.9291
C: 2.402690 -0.588743 -1.062196  -0.1309
H: 1.938386 -1.580328 -2.920608  0.1244
C: 0.719052 1.625057 2.679400  -0.6066
C: -2.592938 -0.877383 -1.017781  -0.5252
C: 0.208316 0.965994 1.523071  -0.2640
H: 3.463766 -0.511664 -1.310485  0.1007
C: 0.171436 -1.005333 -1.740951  -0.0419
C: -0.330913 -0.147908 -0.657400  -0.1756
H: 2.746041 0.477166 0.656948  0.1225
H: -0.593959 -1.228403 -2.431869  0.0793
C: 0.593973 0.429869 0.240361  -0.1793
O: 1.805933 2.115504 2.977762  0.0156
O: -1.831245 -0.345891 2.581530  -0.4689

Forces on atoms 1 to 6 (eV/Å):
Cl -0.2637 -0.2980 0.2542
H -1.4000 -1.4481 -0.8270
C 1.4868 -2.5565 -3.4099
C 1.9570 -0.3942 1.4925
O 0.1565 -0.1679 -0.5441
C 1.5751 1.3899 -0.3377

DFT (the ωB97M-V functional and the def2-TZVPD basis) results for a single C7H9NO molecule in a non-equilibrium geometry.

Frontier orbital gap = 9.4 eV
Relative energy (zero: lowest compared OMol25 entry of this formula, charge and spin) = 414.2 kJ/mol
E_HOMO = -8.9 eV
LUMO level = 0.47 eV

Each line ends with the Löwdin charge.
Geometry (Å):
H: 1.411993 1.266154 1.370045  0.1499
H: -1.135298 2.862897 1.210437  0.1272
C: 0.799146 0.658646 0.628433  -0.0890
H: -0.526429 -3.058401 0.468942  0.1564
O: -2.869735 -1.152205 -0.415271  0.0697
H: 2.253795 -0.252308 -0.419879  0.0927
H: -1.097318 3.000508 -0.674008  0.1188
N: -0.728052 -0.285258 -1.071703  0.0994
H: 0.961255 -1.480257 -1.718474  0.1285
C: -0.310372 1.207281 0.249625  -0.0507
C: -1.672799 -1.147438 -0.544872  -0.5079
C: 1.400490 -0.556228 0.067079  -0.1307
H: -2.267560 1.880096 0.172411  0.0746
C: 0.374653 -1.195514 -0.853743  -0.3097
C: -1.266534 2.279162 0.205562  -0.0679
C: -0.653811 -2.317662 -0.467727  -0.0139
H: -0.987872 -2.929582 -1.188470  0.0511
H: 1.667831 -1.315934 0.730226  0.1015

Forces on atoms 1 to 6 (eV/Å):
H -0.7125 -0.8098 -0.7777
H -0.3599 -0.7759 -1.7657
C 1.1148 2.1842 2.4766
H -0.2476 2.1538 -1.6596
O 0.2466 0.8794 0.1870
H 2.0270 0.4625 -1.4672